# 1
Below is 5 unconnected molecules or ions with the total composition C30H61NO6 in a non-equilibrium geometry, with properties calculated with wB97M-V/def2-TZVPD.

Positions of all 98 atoms, in Å:
C  -1.7085  -6.5512  -0.1289
C  -0.3607  -5.9961  -0.5546
O  0.5598  -6.1188  0.5413
C  0.8859  -4.9746  1.0998
C  0.2194  -3.8509  1.3247
O  -1.0717  -3.5414  1.0308
N  -1.1647  -2.2884  0.2396
O  -0.4279  -2.2831  -0.6419
C  1.0940  -2.8982  2.0371
O  0.8381  -1.7993  2.4402
O  2.3021  -3.5254  2.2104
C  2.2557  -4.7910  1.6786
O  3.1660  -5.5732  1.7126
H  -2.2353  -5.8300  0.4780
H  -2.2925  -6.8920  -0.9680
H  -1.4813  -7.3894  0.5141
H  -0.0138  -6.5965  -1.3823
H  -0.4297  -4.9815  -0.9079
C  0.1558  1.0239  0.5826
C  1.5985  1.3988  0.9080
C  1.8112  1.7595  2.3773
C  1.0224  2.9692  2.8820
C  1.2664  4.2798  2.1362
C  2.7086  4.7712  2.2229
H  -0.5212  1.8634  0.7510
H  0.0594  0.7293  -0.4648
H  -0.1761  0.1899  1.2010
H  1.9197  2.2194  0.2590
H  2.2475  0.5507  0.6713
H  2.8792  1.9247  2.5476
H  1.5391  0.8959  2.9901
H  1.2664  3.1180  3.9385
H  -0.0471  2.7417  2.8506
H  0.6086  5.0423  2.5618
H  0.9773  4.1794  1.0854
H  3.0145  4.9065  3.2622
H  2.8145  5.7313  1.7152
H  3.3999  4.0706  1.7524
C  -5.6563  -8.5798  4.0876
C  -4.2074  -9.0411  4.2162
C  -3.4569  -8.3768  5.3691
C  -3.3225  -6.8575  5.2597
C  -2.6375  -6.3638  3.9873
C  -1.1958  -6.8439  3.8472
H  -5.7224  -7.5130  3.8689
H  -6.1589  -9.1115  3.2786
H  -6.2089  -8.7726  5.0091
H  -3.6822  -8.8688  3.2726
H  -4.1953  -10.1219  4.3777
H  -2.4630  -8.8261  5.4485
H  -3.9673  -8.6123  6.3080
H  -2.7626  -6.4955  6.1275
H  -4.3118  -6.3972  5.3296
H  -2.6453  -5.2704  3.9940
H  -3.2114  -6.6669  3.1066
H  -0.5984  -6.5231  4.7032
H  -0.7433  -6.4334  2.9440
H  -1.1353  -7.9307  3.7740
C  0.6721  -0.2706  -3.3154
C  0.9384  0.6372  -4.5122
C  0.8002  2.1174  -4.1657
C  -0.5865  2.5498  -3.6918
C  -1.7306  2.2792  -4.6662
C  -1.5861  3.0211  -5.9920
H  -0.3549  -0.1750  -2.9597
H  0.8316  -1.3181  -3.5773
H  1.3434  -0.0257  -2.4892
H  0.2753  0.3672  -5.3384
H  1.9560  0.4639  -4.8713
H  1.0929  2.7165  -5.0329
H  1.5212  2.3598  -3.3781
H  -0.5536  3.6224  -3.4741
H  -0.8136  2.0608  -2.7398
H  -2.6664  2.5859  -4.1920
H  -1.8215  1.2059  -4.8550
H  -1.5214  4.0989  -5.8291
H  -2.4468  2.8320  -6.6349
H  -0.6950  2.7059  -6.5366
C  0.0040  6.6363  -2.6377
C  1.4675  6.2041  -2.6129
C  2.2608  6.8041  -1.4557
C  2.3654  8.3292  -1.4554
C  2.9830  8.9313  -2.7159
C  4.4243  8.4911  -2.9564
H  -0.0984  7.7121  -2.7872
H  -0.5228  6.1400  -3.4544
H  -0.4959  6.3717  -1.7035
H  1.9383  6.4468  -3.5695
H  1.5082  5.1149  -2.5183
H  3.2650  6.3704  -1.4558
H  1.7973  6.4850  -0.5163
H  2.9587  8.6353  -0.5881
H  1.3727  8.7632  -1.3060
H  2.9579  10.0203  -2.6256
H  2.3744  8.6841  -3.5900
H  5.0577  8.7529  -2.1067
H  4.8336  8.9806  -3.8411
H  4.4967  7.4142  -3.1150

Summary:
Total charge   0
Energy   -1685.764791 Ha
Lowest unoccupied orbital energy   -1.02 eV
Kohn-Sham gap   0.341 Eh
Multiplicity   1
SMILES string   CCOC1=C(ON=O)C(=O)OC1=O.CCCCCC.CCCCCC.CCCCCC.CCCCCC

=====

# 2
Below is a single C3H3NOS2 molecule in a non-equilibrium geometry, with properties calculated with wB97M-V/def2-TZVPD.

Positions of all 10 atoms, in Å:
C  2.8292  1.0127  0.0032
C  -0.1493  0.1276  0.0043
C  -1.5052  -0.5316  0.0335
H  2.0152  1.7163  -0.0668
H  3.8599  1.3790  0.0813
H  -1.3987  -1.6307  0.0912
N  2.7128  -0.2581  -0.0337
O  -0.1103  1.3352  0.0211
S  1.1234  -1.0443  0.0002
S  -2.9754  0.1699  -0.0180

Summary:
Energy above the lowest of the compared OMol25 structures with the same formula, charge and spin   2.526 eV
Total charge   0
Energy   -1042.405838 Ha
Lowest unoccupied orbital energy   -1.61 eV
Kohn-Sham gap   0.283 Eh
Multiplicity   1
SMILES string   C=NSC(=O)C=S

=====

# 3
Below is 2 unconnected molecules or ions with the total composition C5H13NOS in a non-equilibrium geometry, with properties calculated with wB97M-V/def2-TZVPD.

Positions of all 21 atoms, in Å:
C  -1.5019  -0.2515  -0.8470
C  -1.5317  -1.2807  0.2806
O  -2.3727  -0.7597  1.3453
C  -1.0263  1.1833  -0.3269
N  0.2252  1.3795  0.3398
C  1.2692  0.4626  -0.2619
C  2.5420  0.4773  0.5254
S  3.6609  -0.6383  -0.4051
H  -2.5602  -0.1655  -1.1315
H  -0.8863  -0.5048  -1.7221
H  -2.0392  -2.1355  -0.0800
H  -0.4798  -1.5301  0.6655
H  -2.4485  -1.5116  1.9368
H  -1.0116  1.7722  -1.2212
H  -1.8765  1.7346  0.3086
H  0.2403  1.2722  1.3593
H  0.7917  -0.4652  -0.5337
H  1.5713  0.9885  -1.2071
H  2.3237  0.0693  1.5279
H  2.9231  1.5133  0.6029
H  2.1875  -1.6101  -1.1558

Summary:
Energy above the lowest of the compared OMol25 structures with the same formula, charge and spin   3.835 eV
Total charge   0
Energy   -726.360172 Ha
Lowest unoccupied orbital energy   -0.55 eV
Kohn-Sham gap   0.301 Eh
Multiplicity   1